Entry 1:
{"formula": "C6H18N", "method": "ωB97M-V/def2-TZVPD", "elements": ["N", "C", "C", "C", "C", "C", "C", "H", "H", "H", "H", "H", "H", "H", "H", "H", "H", "H", "H", "H", "H", "H", "H", "H", "H"], "positions_angstrom": [[-2.717, -1.261, -0.131], [-2.156, 1.128, 0.496], [1.122, 0.579, 1.175], [-2.007, 0.009, -0.503], [2.358, -1.307, 0.146], [1.420, -0.144, -0.167], [1.996, 0.874, -1.142], [1.226, 1.577, -1.442], [-3.168, 1.536, 0.403], [2.872, 1.362, -0.719], [-2.980, -1.247, 0.852], [-0.935, -0.187, -0.426], [0.548, -0.001, 1.892], [-1.568, 2.020, 0.300], [2.142, 0.724, 1.526], [0.576, -0.617, -0.657], [-3.542, -1.344, -0.731], [3.347, -0.868, 0.322], [2.286, 0.394, -2.076], [0.781, 1.596, 0.994], [-1.949, 0.729, 1.484], [2.542, -1.958, -0.706], [2.128, -1.889, 1.036], [-2.144, -2.056, -0.414], [-2.180, 0.352, -1.513]], "forces_ev_per_a": [[-0.4, 0.6, -1.5], [-2.0, 0.2, -0.1], [0.9, -0.1, -1.3], [2.6, 1.2, 0.4], [1.3, 0.6, -0.4], [0.1, -0.3, 0.7], [-0.1, -0.8, -0.4], [0.0, 0.5, 0.2], [-0.2, -0.2, 0.6], [-0.1, 0.2, 0.0], [0.0, -0.4, 0.1], [-0.4, -0.5, -0.4], [-0.1, 0.1, 0.1], [0.6, -0.4, -0.2], [0.0, 0.0, 0.7], [-0.4, 0.1, 0.0], [-0.3, 0.0, 0.5], [0.0, -0.1, 0.2], [0.3, -0.1, 0.0], [-0.6, -0.1, 0.2], [0.0, 0.4, 0.3], [-0.3, -0.2, -0.1], [-0.4, 0.0, -0.1], [0.1, -0.2, 0.6], [-0.6, -0.5, -0.3]], "lowdin_charge": [0.22, -0.07, -0.08, -0.21, -0.09, -0.51, -0.07, 0.07, 0.09, 0.09, 0.17, 0.07, 0.08, 0.09, 0.08, 0.08, 0.18, 0.09, 0.08, 0.07, 0.08, 0.08, 0.08, 0.18, 0.14], "relative_energy_kcal_mol": 18.2, "e_lumo_ev": -3.8209, "orbital_gap_ev": 10.40, "total_charge": 1, "mol_weight_g_mol": 104.22, "e_tot_ev": -7996.8474}

Entry 2:
{"formula": "C33H38N3", "method": "ωB97M-V/def2-TZVPD", "elements": ["N", "N", "N", "C", "C", "C", "C", "C", "C", "C", "C", "C", "C", "C", "C", "C", "C", "C", "C", "C", "C", "C", "C", "C", "C", "C", "C", "C", "C", "C", "C", "C", "C", "C", "C", "C", "H", "H", "H", "H", "H", "H", "H", "H", "H", "H", "H", "H", "H", "H", "H", "H", "H", "H", "H", "H", "H", "H", "H", "H", "H", "H", "H", "H", "H", "H", "H", "H", "H", "H", "H", "H", "H", "H"], "positions_angstrom": [[-3.547, -0.720, -1.011], [2.168, -1.045, -0.376], [1.068, -2.426, 0.955], [2.233, -3.026, 0.580], [-1.398, 1.180, 2.342], [3.137, -0.531, -2.660], [0.966, -1.188, 0.475], [-0.343, -0.192, -2.610], [-1.591, 1.860, -1.864], [2.712, 1.230, -1.013], [2.612, -0.112, -1.394], [-5.413, -1.884, 1.980], [-1.480, 1.895, 3.548], [-2.808, -1.150, 1.080], [4.254, 2.837, -4.103], [0.163, -3.021, 1.881], [-5.245, -1.558, 0.620], [-4.341, -1.772, 2.884], [-0.583, 2.407, 5.884], [-1.690, 0.370, -2.212], [3.156, -1.942, -3.194], [3.675, 0.449, -3.517], [-3.955, -1.165, 0.234], [-1.657, -0.764, 0.247], [-2.626, 0.224, -3.428], [0.621, 0.948, 4.227], [3.697, 1.801, -3.158], [2.907, -2.203, -0.250], [3.195, 2.180, -1.917], [-2.213, -0.409, -1.000], [-0.206, -0.419, 0.698], [0.728, 0.289, 2.990], [2.368, 1.614, 0.376], [-0.495, 1.739, 4.529], [-3.059, -1.379, 2.446], [-0.313, 0.320, 2.059], [4.076, 0.163, -4.496], [-2.586, 2.280, -1.660], [-6.062, -1.630, -0.110], [1.419, 0.838, 4.957], [-1.157, 2.441, -2.695], [-2.776, -0.829, -3.693], [3.195, 3.221, -1.619], [2.389, 2.698, 0.460], [4.047, -2.515, -2.883], [1.364, 1.294, 0.651], [0.227, -0.249, -0.368], [-1.260, 1.876, 6.567], [-0.970, 2.034, -0.977], [2.421, -4.006, 0.924], [0.387, 0.004, -1.820], [-2.174, 0.706, -4.308], [-0.418, -1.276, -2.767], [-4.172, -0.659, -1.821], [3.056, 1.208, 1.123], [4.320, 3.810, -3.605], [3.199, -1.921, -4.297], [2.263, -2.518, -2.920], [-0.883, -2.891, 1.604], [0.406, 2.419, 6.353], [3.620, 2.955, -4.993], [-3.599, 0.708, -3.284], [-2.255, -1.248, 3.157], [-2.333, 2.569, 3.736], [0.079, 0.276, -3.510], [0.342, -2.655, 2.901], [0.443, -4.062, 1.824], [-6.390, -2.218, 2.342], [-2.197, 1.368, 1.614], [-4.502, -2.012, 3.940], [1.657, -0.208, 2.736], [-0.941, 3.442, 5.819], [3.813, -2.407, -0.758], [5.257, 2.558, -4.452]], "forces_ev_per_a": [[-0.5, -0.1, 0.1], [-1.3, -1.0, 0.7], [1.6, 0.9, -0.4], [-0.3, -0.1, -0.2], [-0.1, 0.6, 0.1], [-0.2, 0.3, 0.1], [3.2, -4.3, 0.0], [0.6, -0.1, -0.1], [0.0, 0.4, 0.1], [0.2, -0.3, -0.5], [0.9, 0.9, -0.5], [0.0, 0.1, -0.7], [0.0, -0.4, -0.3], [-0.7, -0.2, -0.2], [0.1, 0.1, -0.1], [-0.4, -0.7, 0.9], [0.4, -0.2, 0.9], [0.7, 0.2, -0.4], [0.0, 0.1, 0.0], [-0.2, -0.2, -0.2], [-0.1, -0.4, -0.3], [-0.3, 0.0, 0.7], [0.2, -0.1, -0.2], [-0.3, -0.1, -0.6], [0.0, 0.0, -0.2], [-0.3, -0.2, -0.6], [-0.1, 0.1, -0.1], [-1.4, 0.1, 1.0], [-0.1, -0.7, 0.0], [0.1, -0.1, 0.2], [-2.2, 1.5, -1.2], [-0.4, 0.2, 0.4], [-0.5, 0.6, 0.4], [0.3, -0.1, 0.1], [-0.5, -0.6, 0.1], [0.6, 1.7, -0.8], [-0.2, 0.0, 0.5], [0.2, -0.1, 0.0], [0.4, 0.1, 0.4], [-0.1, 0.1, -0.1], [-0.1, -0.3, 0.2], [0.0, 0.1, 0.1], [0.1, 0.0, 0.0], [0.0, 0.1, 0.2], [-0.3, 0.2, 0.0], [0.2, 0.3, 0.0], [-2.0, 3.8, 0.4], [0.1, 0.0, -0.3], [-0.1, -0.1, -0.1], [0.5, -0.8, 0.1], [-0.2, 0.0, -0.7], [0.0, -0.1, 0.3], [0.1, 0.2, 0.0], [0.7, 0.1, 0.7], [0.1, -0.1, -0.2], [0.0, -0.2, -0.2], [-0.1, 0.1, 0.5], [0.2, 0.1, 0.0], [0.2, 0.1, -0.1], [-0.2, 0.0, 0.0], [0.1, -0.1, 0.2], [0.2, -0.1, 0.0], [0.0, -0.2, 0.2], [0.5, -0.5, -0.2], [-0.3, -0.1, 0.1], [-0.1, 0.0, -0.3], [-0.5, -0.4, 0.4], [0.4, 0.2, -0.2], [0.5, -0.4, 0.2], [0.1, 0.2, -0.4], [0.0, -0.2, 0.1], [0.1, -0.2, -0.1], [0.5, 0.3, -0.2], [-0.2, 0.1, 0.1]], "lowdin_charge": [0.13, 0.10, -0.04, 0.01, -0.03, -0.18, -0.17, -0.04, -0.02, -0.19, -0.14, -0.09, -0.01, -0.14, -0.04, 0.04, -0.01, -0.08, -0.05, -0.52, -0.05, 0.01, -0.19, -0.05, -0.05, -0.02, -0.25, 0.00, 0.02, -0.13, -0.14, -0.05, -0.02, -0.26, -0.04, -0.17, 0.13, 0.10, 0.12, 0.11, 0.10, 0.10, 0.12, 0.10, 0.09, 0.05, 0.13, 0.09, 0.08, 0.13, 0.04, 0.10, 0.11, 0.16, 0.10, 0.08, 0.09, 0.08, 0.10, 0.08, 0.09, 0.09, 0.10, 0.13, 0.11, 0.12, 0.10, 0.11, 0.13, 0.11, 0.11, 0.08, 0.13, 0.09], "relative_energy_kcal_mol": 56.6, "e_lumo_ev": -2.8407, "orbital_gap_ev": 7.44, "total_charge": 1, "mol_weight_g_mol": 476.69, "smiles": "Cc1ccc([C@H](c2c(C(C)(C)C)[nH]c3ccccc23)c2n(-c3c(C)cc(C)cc3C)cc[n+]2C)cc1", "e_tot_ev": -39300.5930}

Entry 3:
{"formula": "C4H12N2", "method": "ωB97M-V/def2-TZVPD", "elements": ["N", "N", "C", "C", "C", "C", "H", "H", "H", "H", "H", "H", "H", "H", "H", "H", "H", "H"], "positions_angstrom": [[-3.192, 1.048, 0.296], [2.132, -0.251, 0.929], [-0.216, 0.127, 0.041], [-1.363, -0.514, -0.580], [0.977, -0.825, 0.437], [3.024, 0.257, -0.038], [-3.514, 0.586, 1.145], [0.578, -1.472, 1.206], [1.166, -1.507, -0.415], [4.073, 0.159, 0.277], [-4.012, 1.447, -0.156], [2.892, -0.177, -1.042], [0.238, 0.929, -0.581], [-2.299, 0.276, -0.334], [2.872, 1.341, -0.179], [-1.308, -0.568, -1.671], [-0.446, 0.692, 0.954], [-1.604, -1.547, -0.289]], "forces_ev_per_a": [[0.9, 0.4, 0.2], [-1.4, 0.6, -0.2], [-0.7, 3.2, -0.1], [1.7, -1.9, -1.3], [2.4, -3.0, 0.7], [0.3, 0.1, -0.8], [0.0, -0.3, -0.2], [-0.4, 0.0, 0.4], [0.0, 0.6, -0.3], [-0.3, 0.0, 0.1], [0.1, -0.5, -0.4], [0.1, -0.1, 0.1], [-0.4, -0.5, -0.1], [-1.9, 1.2, 1.0], [0.0, 0.0, 0.2], [0.0, 0.3, 0.0], [-0.1, -0.7, 0.1], [-0.3, 0.6, 0.6]], "lowdin_charge": [-0.03, -0.01, -0.23, -0.11, -0.30, -0.18, -0.02, 0.11, 0.12, 0.08, -0.03, 0.08, 0.12, -0.01, 0.09, 0.08, 0.12, 0.09], "relative_energy_kcal_mol": 162.9, "e_lumo_ev": -2.6977, "orbital_gap_ev": 4.30, "mol_weight_g_mol": 88.15, "e_tot_ev": -7315.9634}